Formula: C32H85N9O13
Source: OMol25
Level of theory: ωB97M-V with the def2-TZVPD basis set

The geometry in XYZ format:
```
139
Properties=species:S:1:pos:R:3:forces:R:3:mulliken_charge:R:1
C 6.59230 18.38831 -0.88973 -1.472 1.036 -0.127 0.3803
O 5.36358 18.25443 -0.93154 0.777 -0.214 0.453 -0.4453
N 7.47193 17.54574 -1.41577 1.071 -0.698 -0.456 -0.1741
N 7.17240 19.50067 -0.34326 -0.541 0.432 0.392 -0.4282
H 7.18114 16.66491 -1.80692 -0.148 0.275 -0.081 0.1084
H 8.40303 17.90007 -1.52937 0.210 -0.555 -0.059 0.1748
H 6.54442 20.15172 0.09479 0.105 0.078 -0.141 0.2344
H 8.14748 19.72309 -0.39567 0.042 -0.121 0.084 0.1269
C 4.66714 11.80711 0.93525 0.091 0.074 -0.808 0.2632
O 4.68541 10.58050 0.97438 -0.022 0.801 0.219 -0.7519
N 4.41865 12.67003 1.95124 -0.318 -0.820 0.788 0.0814
N 4.86913 12.55835 -0.19206 0.111 -1.447 -0.911 -0.0107
H 4.46185 13.62627 1.65709 0.145 0.355 0.918 -0.2065
H 4.44031 12.30550 2.88825 -0.015 0.478 0.056 0.1924
H 5.00094 11.98680 -1.01097 0.009 0.454 -0.145 0.2138
H 4.87934 13.57837 -0.16732 0.089 -0.420 -0.259 0.1043
C -2.01691 14.96033 1.29430 -0.125 -0.837 -0.309 -0.2155
O -1.75427 14.73077 2.66311 0.250 0.818 0.620 -0.3705
C -1.72420 13.40791 3.20188 -0.063 -0.353 -1.366 -0.7830
C -0.56193 12.54971 2.64357 -0.784 0.093 -0.232 0.2885
N -1.01097 11.84398 1.43358 0.309 0.646 0.510 -0.4543
C 0.10958 11.16423 0.80481 -0.202 -0.009 -0.318 -1.1819
C 1.18171 12.08713 0.20211 -0.508 0.091 0.129 0.1442
O 0.52630 13.22419 -0.32547 0.242 0.835 -0.629 -0.4304
C 1.42263 14.27621 -0.69816 0.415 -0.805 -0.102 -0.3071
H -1.31905 14.40578 0.66454 0.226 0.338 -0.140 -0.2331
H -1.96490 16.02285 1.06350 0.373 0.067 0.389 0.2549
H -3.01755 14.66827 0.95348 -0.213 -0.290 0.441 0.3380
H -2.64854 12.91865 2.88072 -0.127 -0.248 0.330 0.3806
H -1.70899 13.50778 4.28407 0.105 0.135 -0.031 0.3334
H -0.22793 11.74070 3.29646 0.054 0.428 0.497 0.5550
H 0.25497 13.24042 2.40979 0.265 -0.056 0.277 -0.2802
H -1.29915 12.59129 0.81243 -0.164 -0.401 -0.380 0.2689
H -0.34440 10.52597 0.04425 0.369 -0.078 -0.142 0.3699
H 0.61275 10.53721 1.54413 -0.137 -0.191 -0.050 0.4259
H 1.69052 11.54067 -0.59654 0.382 0.092 0.136 0.4440
H 1.87415 12.43838 0.97323 0.274 -0.269 -0.079 -0.0075
H 2.17914 13.97533 -1.43202 -0.256 -0.447 -0.278 0.2925
H 2.05368 14.58072 0.14263 -0.396 0.346 0.325 -0.1784
H 0.86953 15.08447 -1.16920 -0.173 0.071 0.360 0.4398
C 0.74505 13.47577 -7.22906 1.350 -0.021 0.193 -0.7340
O 1.06850 14.76467 -6.74441 -0.208 0.986 0.019 -0.4096
C 1.35809 14.84924 -5.36507 0.284 -0.609 0.464 -0.4172
C 2.28317 16.01422 -4.93920 -0.003 0.251 -1.678 -0.5135
N 2.28763 16.21716 -3.52714 0.508 -0.652 1.480 0.2414
C 3.55018 16.33975 -2.78157 1.304 0.498 -0.185 0.1489
C 4.71247 15.42870 -3.24320 -0.548 -0.184 0.081 -1.2311
O 5.77255 15.34851 -2.28919 0.151 0.676 0.957 0.0723
C 6.80551 14.50514 -2.73914 -0.181 -1.396 -0.804 -0.9019
H 1.69487 12.93029 -7.28319 -0.091 -0.369 -0.037 0.3038
H 0.39166 13.57781 -8.25190 -0.329 0.072 0.147 0.2582
H 0.07873 12.89180 -6.59175 -0.328 0.284 -0.010 0.3100
H 1.95178 13.97502 -5.07090 -0.300 -0.347 0.121 0.2865
H 0.43515 14.84370 -4.77955 -0.057 0.109 0.085 0.2974
H 2.04012 16.95419 -5.44628 -0.209 -0.154 -0.289 0.3772
H 3.26554 15.72582 -5.31933 0.118 0.216 0.147 0.1338
H 1.71411 17.00283 -3.26193 -0.143 -0.089 -0.033 0.2997
H 3.41540 16.16233 -1.71279 -0.432 -0.162 -0.028 -0.8299
H 3.98052 17.34469 -2.83539 -0.228 0.217 0.042 0.3498
H 5.18544 15.84499 -4.13487 -0.379 -0.393 -0.423 0.4871
H 4.31831 14.41276 -3.35029 0.084 -0.066 -0.600 0.4073
H 7.05148 14.78919 -3.76600 0.148 -0.283 -0.066 0.3306
H 6.47451 13.46068 -2.68206 -0.293 -0.008 -0.556 0.2286
H 7.73601 14.40637 -2.17518 -0.236 1.228 0.606 0.2288
C 8.72810 15.08552 0.73198 -0.288 -1.531 0.047 -0.3143
O 9.89910 14.66853 0.06196 0.850 0.199 -0.256 -0.4209
C 10.02843 13.28479 -0.16716 -0.837 -1.056 -0.527 -0.1710
C 11.32047 12.97135 -0.91268 -0.150 1.373 -0.660 -1.2011
N 12.50383 13.53002 -0.26533 0.379 -1.252 0.100 -0.2770
C 12.66432 12.92704 1.05960 0.178 0.733 0.345 -0.4954
C 13.96890 13.28773 1.79699 -0.785 0.371 -1.222 -0.6868
O 15.08600 13.10278 0.94900 0.052 -0.346 1.032 -0.2912
C 16.27966 13.45130 1.61452 0.541 0.291 -0.023 -0.7856
H 7.85277 15.04697 0.07607 0.032 0.414 -0.138 -0.0673
H 8.87993 16.06529 1.17674 -0.008 -0.029 -0.059 0.1699
H 8.50343 14.31184 1.47564 -0.049 0.402 0.516 0.4277
H 9.18709 12.89538 -0.75740 -0.136 0.245 -0.331 0.3532
H 9.94742 12.64168 0.71618 0.173 0.568 0.627 0.3786
H 11.23584 13.37937 -1.92545 0.090 0.471 0.108 0.3801
H 11.41304 11.91281 -1.16076 0.132 -0.206 0.770 0.3940
H 12.43516 14.53410 -0.17444 -0.213 0.029 -0.099 0.3015
H 12.53583 11.84625 0.99044 0.248 -0.047 -0.196 0.4267
H 11.85670 13.28461 1.71001 -0.016 -0.162 0.341 0.2708
H 13.98695 12.69034 2.71301 0.373 -0.085 0.039 0.3755
H 13.94554 14.34845 2.07264 -0.154 0.083 0.203 0.3237
H 16.34544 13.20449 2.67987 -0.394 -0.734 -0.057 0.3158
H 16.47362 14.53012 1.66018 -0.227 0.180 -0.577 0.3000
H 17.08782 12.96122 1.07532 0.100 0.091 0.093 0.2589
C 8.52300 19.70870 3.19119 1.333 0.543 0.766 -0.8174
O 8.14585 18.34459 3.24305 0.179 1.065 -0.659 -0.3084
C 6.76420 18.34284 3.21513 -2.990 -2.149 0.708 -0.4185
C 6.18255 16.90374 3.44460 2.158 0.573 -0.255 0.3483
N 6.44876 16.46040 4.80139 -0.322 -0.322 -0.157 -0.3886
C 6.19555 14.99836 4.85815 0.695 0.689 0.663 0.2498
C 6.16968 14.58314 6.32658 0.697 0.744 -1.206 -0.7307
O 6.35626 13.20364 6.49016 -0.641 -0.350 0.579 -0.3228
C 6.23826 12.86738 7.87095 0.095 -0.579 -0.225 -0.7423
H 8.10134 20.32820 2.39571 -0.442 -0.475 -0.218 0.2725
H 9.60534 19.82037 3.10049 0.053 -0.529 -0.161 0.3111
H 8.30743 20.20757 4.14196 -0.368 -0.049 0.037 0.3273
H 6.31394 18.64358 2.26302 0.370 0.532 -0.086 0.1231
H 6.31507 18.90109 4.04768 0.306 0.682 -0.153 0.3741
H 6.82914 16.30905 2.79134 -0.611 -0.434 -0.255 -0.2256
H 5.11139 16.77005 3.26240 0.126 0.447 -0.845 0.0241
H 5.78256 17.01756 5.33120 0.005 -0.563 0.668 0.3342
H 7.06996 14.55317 4.38172 -0.191 -0.246 -0.183 0.2035
H 5.28309 14.71657 4.32276 -0.070 -0.168 -0.020 -0.1708
H 5.23307 15.02030 6.69164 -0.029 -0.492 0.764 0.3035
H 7.04951 15.07545 6.75355 -0.305 0.339 0.403 0.4128
H 6.79388 13.57655 8.48666 -0.228 0.178 0.114 0.3152
H 6.65983 11.88279 8.07679 0.248 -0.008 -0.479 0.2583
H 5.19209 12.76297 8.16670 -0.107 0.527 0.094 0.2796
C 2.39656 15.58416 2.79861 -0.165 0.355 0.048 -0.5034
O 2.85582 16.51452 1.84296 1.176 -0.540 0.404 -0.0260
C 1.90656 17.45881 1.50868 -0.691 1.561 -0.533 -0.7810
C 2.59328 18.52120 0.65169 0.188 -0.979 -0.885 0.2001
N 1.70399 19.47163 0.04304 -0.348 0.261 0.097 -0.2650
C 1.04266 20.44470 0.90779 0.110 -0.782 -0.073 -0.4231
C 0.72369 21.64700 0.11206 -0.408 1.497 -0.706 -0.8067
O 1.94383 22.33593 -0.14396 0.432 0.342 1.063 -0.3002
C 1.82761 23.43941 -1.00831 -0.765 -0.906 -1.380 -0.7794
H 2.10721 16.11558 3.71120 -0.211 -0.087 0.015 0.4462
H 3.21728 14.91887 3.06078 -0.105 -0.152 -0.220 -0.1913
H 1.53771 15.06318 2.36683 0.002 -0.304 0.364 0.0171
H 1.46162 17.96935 2.37564 0.152 -0.337 0.336 0.3207
H 1.06791 16.99270 0.97240 0.054 0.079 -0.161 0.2772
H 3.00771 18.01423 -0.22559 0.314 -0.237 0.329 -0.5791
H 3.45858 18.99107 1.13815 -0.154 -0.135 0.489 0.3239
H 2.28634 19.94930 -0.63370 -0.281 0.345 -0.009 0.3048
H 1.63870 20.76747 1.77079 0.214 -0.078 0.015 0.2730
H 0.11200 20.03127 1.30468 0.005 -0.117 -0.021 0.3536
H -0.01188 22.27003 0.63607 0.315 0.301 0.292 0.4809
H 0.22197 21.45610 -0.84410 0.151 -0.563 -0.101 0.3964
H 1.77445 22.98375 -2.00701 -0.233 0.474 -0.294 0.3197
H 2.67720 24.11735 -1.05512 0.198 -0.258 0.764 0.2392
H 0.90214 23.99870 -0.84869 0.071 0.134 0.185 0.3000
O 5.05184 15.22594 0.31153 -0.357 0.580 0.405 1.5872
H 5.17888 15.65004 -0.55155 0.233 -0.042 -0.001 -0.5933
H 4.36720 15.76247 0.74597 0.018 0.139 0.093 -0.2513
```
Forces are in eV/Å.

The value obtained for the total energy is -74584.5149 eV. As for the SMILES: COCCNCCOC.COCCNCCOC.COCCNCCOC.COCCNCCOC.COCCNCCOC.NC(N)=O.NC(N)=O.O. As for the LUMO energy: 0.3229 eV. Its molecular weight is 804.08 g/mol. The value obtained for the energy relative to the best compared isomer or geometry (same formula, charge and spin) is 51.9 kcal per mole.